A 2-piece molecular cluster, C2H9NO2 overall. Source: the OMol25 dataset; level of theory: wB97M-V/def2-TZVPD.

The geometry in XYZ format:
```
14
Properties=species:S:1:pos:R:3:forces:R:3:mulliken_charge:R:1
C 0.15676 -1.30290 1.07308 -0.688 -0.409 -0.027 -0.36
O -0.63978 -2.19633 1.86123 0.041 0.215 0.238 -0.50
C -0.28322 0.12913 1.28500 -0.868 0.438 -0.530 -0.50
N -1.55326 0.49201 0.61017 0.456 -0.358 0.062 -0.62
H 1.21273 -1.45403 1.27752 0.273 0.021 0.054 0.27
H -0.08051 -1.62161 0.05527 0.391 0.190 -0.108 0.26
H -0.69630 -1.82532 2.75220 0.040 -0.186 -0.132 0.30
H -0.47997 0.28493 2.34258 0.312 0.061 0.345 0.32
H 0.46308 0.85560 0.96882 0.190 -0.079 0.042 0.33
H -2.19408 -0.28618 0.72566 -0.143 0.052 0.063 0.25
H -1.38898 0.55967 -0.38839 -0.005 0.059 -0.013 0.24
H 1.74033 2.22752 -4.94468 -0.343 0.142 -0.032 0.32
H 2.26853 1.88856 -3.60181 -0.202 0.064 0.288 0.32
O 1.47467 2.24895 -4.01665 0.545 -0.212 -0.251 -0.64
```
Positions in Å, forces in eV/Å.

The charge is 0. The energy above the lowest of the compared OMol25 structures with the same formula, charge and spin is 5.4 kcal per mole. The structure (SMILES) is NCCO.O.

---

A 2-piece molecular cluster, H6N2O overall. Source: the OMol25 dataset; level of theory: wB97M-V/def2-TZVPD.

The geometry in XYZ format:
```
9
Properties=species:S:1:pos:R:3:forces:R:3:mulliken_charge:R:1
H 0.25467 -1.89522 0.41046 -0.230 0.083 0.035 0.21
H -0.75589 -1.00803 -0.66071 1.728 -2.152 0.530 0.21
H -0.94043 -2.64887 -0.46373 0.455 0.091 0.198 0.23
H -0.96173 0.98969 0.35129 0.017 0.210 -0.685 0.33
H 0.85178 1.45223 1.19036 -0.197 0.919 -1.386 0.26
H 1.47824 1.84318 -0.24046 0.461 -0.126 -0.610 0.26
N -0.20724 -1.93624 -0.48995 -1.872 1.825 -0.823 -0.64
N 0.65510 2.01385 0.30425 -0.901 -1.337 1.454 -0.47
O -0.37450 1.18941 -0.40151 0.539 0.488 1.287 -0.40
```
Positions in Å, forces in eV/Å.

The charge is 0. The energy above the lowest of the compared OMol25 structures with the same formula, charge and spin is 26.1 kcal per mole. The structure (SMILES) is NO.N.

---

A 2-piece molecular cluster, C5H11NO2 overall. Source: the OMol25 dataset; level of theory: wB97M-V/def2-TZVPD.

The geometry in XYZ format:
```
19
Properties=species:S:1:pos:R:3:forces:R:3:mulliken_charge:R:1
C 2.18768 -0.49281 0.29143 3.960 -0.637 4.365 -0.98
N 1.55530 -1.22051 -0.76501 -4.953 5.893 0.521 -0.42
C 0.56441 -0.17387 -0.59049 0.960 -5.750 -0.660 0.88
C -0.78769 -0.48966 -0.05559 -0.105 0.385 -1.117 -0.69
C -1.18973 0.20453 1.25307 3.306 -0.320 -0.156 -1.20
O -3.13346 -0.98972 -0.61694 -1.123 -0.176 0.135 -0.75
C 0.82139 1.36969 -1.02100 1.648 1.757 1.841 -0.31
O 1.21286 2.13275 0.06541 -1.148 -2.359 -3.262 -0.51
H 1.73384 -0.06840 1.25948 -0.537 -0.922 -1.429 0.27
H 2.75817 0.37937 -0.00475 0.268 0.760 -0.843 0.42
H 3.04258 -1.09265 0.76997 -1.215 0.147 -0.778 0.38
H -1.02959 -0.51377 2.05603 -0.443 0.097 0.070 0.27
H 1.59753 1.12956 -1.76386 0.152 0.913 -0.140 0.38
H -0.97232 -1.54567 -0.01282 0.348 -0.493 0.199 0.51
H -1.57513 -0.18694 -0.90278 0.748 -0.430 0.716 0.43
H -2.15880 0.42552 1.03269 -3.077 0.723 0.346 0.44
H -0.59473 1.11241 1.48735 -0.380 -0.378 -0.430 0.37
H -3.87892 -1.55029 -0.96610 1.402 0.695 0.056 0.18
H -0.15341 1.57048 -1.51610 0.189 0.096 0.566 0.33
```
Positions in Å, forces in eV/Å.

The charge is 0. The energy above the lowest of the compared OMol25 structures with the same formula, charge and spin is 287.6 kcal per mole.

---

A 2-piece molecular cluster, C27H50BrClN5O9 overall. Source: the OMol25 dataset; level of theory: wB97M-V/def2-TZVPD.

The geometry in XYZ format:
```
93
Properties=species:S:1:pos:R:3:forces:R:3:mulliken_charge:R:1
C 2.98123 -2.65649 5.33080 -0.515 -0.602 0.268 -0.81
C 2.00197 -3.70215 5.91937 -0.588 1.460 0.387 -0.61
C 0.66304 -2.94803 6.22512 0.707 -1.148 -0.900 -0.47
C -0.24215 -2.99958 4.98762 -1.115 0.715 0.433 -0.16
C -1.61181 -2.34649 5.31265 0.262 0.162 0.072 -1.11
C -1.53794 -0.87419 5.75404 -0.602 0.439 -0.553 -1.11
C -1.30736 0.12208 4.57976 0.374 -1.125 0.149 0.05
C 0.18302 0.37869 4.32003 0.000 1.044 0.505 -0.82
C 0.47877 1.58358 3.37383 0.475 -0.762 0.546 -0.30
C 0.16520 1.09506 1.95513 -1.141 -0.668 1.537 -1.24
N 0.43579 2.00771 0.78534 0.670 -0.399 0.575 1.43
C 0.06761 3.41357 1.16610 -0.055 1.797 0.710 -1.22
C -1.29428 3.88103 1.73739 -0.892 0.128 0.134 -1.39
C -2.41538 3.03976 2.37099 -1.279 0.308 -0.008 -0.17
N -3.40264 2.46520 1.41263 0.773 -0.159 0.600 -0.47
C 1.96348 2.00832 0.71003 2.510 0.578 0.159 -0.86
N 2.52028 3.14746 -0.00008 -0.818 -0.258 -0.340 -0.27
C 2.60274 0.66389 0.28751 -0.156 -0.597 -0.150 -0.80
Br 3.35187 -0.32509 1.82768 -0.307 0.287 -0.271 0.02
C 1.75679 -0.29006 -0.62854 1.356 -0.403 -0.572 -0.29
O 1.06898 -1.30705 0.02732 -1.075 0.789 0.448 -0.52
C 2.81463 -1.02106 -1.51610 0.535 -0.494 1.195 -1.24
O 2.25049 -2.02042 -2.34785 -0.366 1.055 -0.273 -0.13
O 2.97468 -2.05080 -3.56366 0.606 -0.514 -0.369 -0.41
C 0.76287 0.62179 -1.40343 0.745 -2.021 -0.800 1.43
Cl 1.85933 1.62941 -2.53257 -0.011 0.263 0.706 -0.12
N -0.01124 -0.21270 -2.33007 0.973 0.672 0.783 -0.59
C 0.17252 -0.08523 -3.54119 -2.701 0.624 0.126 0.40
O -0.06567 0.11645 -4.65789 1.262 -0.601 0.013 -0.41
C -0.18744 1.48943 -0.50126 -1.717 2.069 -3.171 1.66
C -0.56060 2.67494 -1.51104 -0.810 0.658 0.394 -2.69
O -1.80914 3.24105 -1.17279 0.708 0.206 0.169 -0.26
C -2.36076 3.97409 -2.26018 -0.662 0.515 0.290 -0.90
N -1.50792 0.95949 -0.33146 0.582 -1.642 0.924 -0.74
C -1.72802 -0.23651 -0.15878 0.923 -0.586 0.096 0.74
O -1.90259 -1.36843 0.01406 -0.667 0.777 -0.078 -0.46
H 3.15113 -1.87047 6.07280 0.313 -0.195 -0.026 0.31
H 3.90925 -3.14811 5.03370 0.065 0.384 -0.086 0.42
H 2.49917 -2.15304 4.48305 0.254 -0.218 -0.123 -0.04
H 2.37307 -4.08694 6.87195 0.254 -0.252 -0.314 0.32
H 1.81156 -4.50041 5.19944 0.149 -0.133 0.245 0.34
H 0.12333 -3.40802 7.05939 0.093 0.068 -0.038 0.40
H 0.95030 -1.93369 6.51273 -0.333 0.014 -0.009 0.16
H -0.44114 -4.03154 4.67944 0.218 0.022 0.185 0.42
H 0.18868 -2.50162 4.11058 0.168 -0.078 0.162 -0.02
H -2.10456 -2.91684 6.10926 0.192 -0.017 -0.053 0.42
H -2.29643 -2.39861 4.45537 0.168 -0.056 0.035 0.42
H -2.51481 -0.60208 6.17260 0.140 -0.169 0.085 0.38
H -0.80447 -0.67474 6.53977 -0.040 -0.213 -0.030 0.48
H -1.83691 1.04665 4.82666 0.211 0.062 -0.206 0.30
H -1.76499 -0.34932 3.69615 -0.130 0.361 0.051 0.21
H 0.73717 -0.51174 4.00993 -0.211 0.052 -0.116 -0.40
H 0.62358 0.67077 5.28318 -0.024 -0.133 -0.099 0.60
H 1.52553 1.83712 3.57614 -0.052 0.083 -0.456 0.41
H -0.12885 2.41434 3.73783 0.009 0.052 -0.407 0.22
H -0.89494 0.84410 2.03024 -0.006 0.439 -0.702 0.32
H 0.62932 0.11052 1.85210 0.321 0.400 -0.620 0.99
H 0.83885 3.72041 1.88208 -0.223 -0.636 0.287 1.16
H 0.29605 4.14295 0.38995 -0.080 -0.807 -0.595 0.37
H -1.06531 4.64982 2.48822 0.427 -0.330 -0.013 0.43
H -1.81539 4.47513 0.97937 0.206 -0.381 -0.208 0.62
H -3.01070 3.75232 2.96428 0.616 0.081 0.206 0.57
H -2.13786 2.27190 3.09177 0.379 0.033 -0.276 -0.60
H -4.11225 3.17126 1.26247 -0.105 -0.143 -0.197 0.28
H -3.84710 1.70794 1.92106 -0.277 0.007 -0.271 0.21
H 2.38549 2.16662 1.70299 -1.228 -0.355 0.419 0.32
H 3.27094 2.91557 -0.62889 -0.072 0.068 -0.093 0.35
H 2.78097 3.88638 0.63304 0.203 0.007 -0.068 0.29
H 3.51211 0.87385 -0.27280 -0.159 0.304 0.106 0.70
H 1.60238 -2.10404 0.10409 0.073 -0.016 -0.060 0.67
H 3.52282 -0.35908 -2.01399 -0.405 -0.047 -0.365 0.55
H 3.42811 -1.56483 -0.77220 0.010 0.259 -0.058 0.55
H 2.88360 -1.18152 -3.98599 -0.391 0.079 0.177 0.33
H 0.18796 3.47143 -1.55083 0.252 -0.373 -0.140 0.23
H -0.74809 2.22853 -2.49317 0.745 -0.246 0.109 1.14
H -3.34840 3.55371 -2.47493 0.240 -0.076 -0.267 0.30
H -1.72348 4.00563 -3.14889 -0.078 -0.266 0.073 0.42
H -2.53578 5.01611 -1.96242 0.183 -0.145 0.072 0.27
C -1.88072 -1.75527 -6.61823 -0.212 -0.113 -0.223 -1.04
C -0.43782 -2.05674 -6.97358 -0.140 0.318 0.353 -0.02
O -0.34228 -3.04955 -8.00007 0.144 -0.073 0.041 -0.38
C -0.63054 -2.62779 -9.23243 -0.092 -0.134 -0.028 0.74
O -0.94359 -1.50888 -9.54436 0.053 0.082 0.018 -0.55
O -0.52569 -3.66663 -10.05943 0.044 0.010 0.024 -0.35
C -0.90326 -3.37968 -11.40829 -0.035 -0.066 -0.313 -0.64
H -2.40571 -2.67399 -6.35131 0.079 -0.006 0.102 0.32
H -1.93384 -1.06231 -5.78040 0.015 -0.023 0.013 0.25
H -2.41325 -1.31424 -7.45980 0.100 0.072 -0.006 0.32
H 0.07328 -2.47152 -6.10482 0.063 -0.218 -0.159 0.24
H 0.10283 -1.15657 -7.26880 -0.094 -0.016 -0.161 0.31
H -0.35064 -2.52771 -11.79881 -0.074 0.068 0.091 0.29
H -1.97547 -3.19699 -11.46529 0.037 0.128 0.011 0.30
H -0.66350 -4.25729 -12.00232 0.051 -0.086 0.189 0.23
```
Positions in Å, forces in eV/Å.

The charge is +1.

---

| no. | gap between HOMO and LUMO (eV) | M (g mol⁻¹) |
| --- | --- | --- |
| 1 | 10.1 | 79.1 |
| 2 | 10.5 | 50.1 |
| 3 | 3.7 | 117.1 |
| 4 | 9.2 | 704.1 |